one:
Below is an isolated molecule of C4H3BrO, with properties calculated with wB97M-V/def2-TZVPD.

Output
SMILES	O=C1CC=C1Br
E_HOMO	-0.3576	hartree
2S+1	1
E_LUMO	0.180	eV

Geometry as XYZ:
```
9
C4H3BrO wB97M-V/def2-TZVPD
Br -0.655 -0.994 2.642
O -2.013 -0.719 -0.563
C -0.892 -0.405 -0.252
C 0.293 0.299 -0.990
C 0.868 0.464 0.448
C -0.088 -0.346 1.049
H -0.072 1.097 -1.695
H 0.936 -0.443 -1.445
H 1.625 1.047 0.806
```



two:
Below is an isolated molecule of C4H3BrO, with properties calculated with wB97M-V/def2-TZVPD.

Output
SMILES	O=C1CC=C1Br
E_HOMO	-0.3552	hartree
2S+1	1
E_LUMO	0.534	eV

Geometry as XYZ:
```
9
C4H3BrO wB97M-V/def2-TZVPD
Br 2.324 1.350 1.199
O -1.047 -0.251 2.007
C -0.804 -0.491 -0.399
C 0.877 0.601 0.367
C 0.548 0.121 -0.853
C -0.464 -0.117 1.018
H -0.902 -1.471 -0.617
H -1.600 -0.035 -0.924
H 1.068 0.293 -1.799
```



Unit: kcal/mol. Relative energies: one 0.0; two 4.3.



one:
Below is a structure of composition C4H14NO3, with properties calculated with wB97M-V/def2-TZVPD.

Output
E_HOMO	-0.1357	hartree
2S+1	1
total charge	-1
E_LUMO	3.602	eV

Geometry as XYZ:
```
22
C4H14NO3 wB97M-V/def2-TZVPD
O -2.062 -1.632 1.628
O 1.968 -1.126 -2.087
O 0.322 -1.213 1.761
N -1.503 0.687 0.107
C 0.838 -0.331 0.878
C 0.818 1.889 0.073
C -1.356 0.023 -1.315
C -0.166 0.889 0.719
H -1.750 -2.366 1.169
H -2.046 0.114 0.720
H 1.583 -0.936 -1.253
H 1.164 1.449 -0.891
H 0.356 2.828 -0.012
H 0.916 -0.804 -0.148
H 1.842 -0.056 1.158
H -1.180 -0.996 -1.549
H 1.763 1.934 0.694
H -2.370 0.211 -1.614
H -0.419 1.193 1.775
H 2.887 -1.230 -1.862
H -0.977 -1.219 1.773
H -0.629 0.690 -1.722
```



two:
Below is a structure of composition C4H14NO3, with properties calculated with wB97M-V/def2-TZVPD.

Output
E_HOMO	-0.1650	hartree
2S+1	1
total charge	-1
E_LUMO	3.677	eV

Geometry as XYZ:
```
22
C4H14NO3 wB97M-V/def2-TZVPD
O 2.631 -0.699 -1.806
O 2.224 -1.533 0.441
O 1.446 1.697 -1.508
N -1.346 0.422 0.569
C 0.522 1.617 -0.445
C -2.545 -0.287 0.160
C -0.898 0.150 1.906
C -0.262 0.303 -0.435
H -0.205 -0.710 1.966
H -0.418 0.980 2.421
H 2.171 -1.241 -2.458
H 2.285 -1.172 -0.702
H -2.919 0.223 -0.716
H -0.680 0.149 -1.431
H 2.267 -2.500 0.436
H -1.737 -0.222 2.508
H 1.115 1.747 0.457
H -2.406 -1.362 -0.008
H 1.910 0.826 -1.630
H 0.354 -0.564 -0.180
H -3.244 -0.194 0.997
H -0.262 2.370 -0.542
```



Unit: kcal/mol. Relative energies: one 30.2; two 0.0.



one:
Below is an isolated molecule of C4H2OS, with properties calculated with wB97M-V/def2-TZVPD.

Output
SMILES	C1#S#COC=C1
E_HOMO (alpha / beta)	-0.2859 / -0.2859	hartree
2S+1	1
E_LUMO (alpha / beta)	-0.523 / -0.523	eV

Geometry as XYZ:
```
8
C4H2OS wB97M-V/def2-TZVPD
S -3.390 0.172 -0.061
O -1.500 -1.560 -0.098
C -0.561 -0.720 -0.165
C -1.932 0.991 0.018
C -2.786 -1.397 0.233
C -0.635 0.581 0.222
H 0.202 1.158 0.378
H 0.268 -1.318 -0.174
```



two:
Below is an isolated molecule of C4H2OS, with properties calculated with wB97M-V/def2-TZVPD.

Output
SMILES	O=C=C=CC=S
E_HOMO	-0.3309	hartree
2S+1	1
E_LUMO	-2.213	eV

Geometry as XYZ:
```
8
C4H2OS wB97M-V/def2-TZVPD
S 2.197 -0.404 1.279
O 3.421 2.548 -1.254
C 0.696 -0.342 0.642
C 1.330 1.365 -0.916
C 2.480 1.905 -0.997
C 0.396 0.544 -0.434
H -0.606 0.540 -0.848
H -0.090 -0.979 1.030
```



Unit: kcal/mol. Relative energies: one 79.4; two 0.0.



one:
Below is an isolated molecule of C18H22N4O2S, with properties calculated with wB97M-V/def2-TZVPD.

Output
SMILES	Cc1cccc(C(=O)N[C@H](C(=O)Nc2nnc(C3CC3)s2)C(C)C)c1
E_HOMO	-0.3190	hartree
2S+1	1
E_LUMO	0.544	eV

Geometry as XYZ:
```
47
C18H22N4O2S wB97M-V/def2-TZVPD
S -0.841 2.985 -1.154
O 1.459 0.040 -2.161
O 3.839 1.713 -1.396
N 1.532 -0.427 0.035
N -1.096 1.717 1.048
N 0.209 1.712 0.808
N 1.797 2.393 -0.809
C -0.921 -1.916 -0.261
C -3.108 -1.791 -1.223
C 4.000 -0.517 0.275
C 2.728 0.357 0.276
C -3.968 2.384 1.513
C -3.256 2.432 0.184
C 0.543 2.298 -0.291
C 5.161 0.244 0.909
C -2.734 -3.314 0.745
C 2.853 1.484 -0.748
C -0.455 -0.993 -1.189
C -4.061 1.219 0.591
C -2.649 -0.883 -2.161
C -2.248 -2.326 -0.272
C -1.326 -0.489 -2.152
C 3.755 -1.824 1.026
C -1.805 2.317 0.162
C 0.928 -0.441 -1.174
H 2.986 -2.417 0.538
H -3.326 -0.483 -2.902
H 6.060 -0.368 0.892
H 1.904 3.041 -1.582
H -4.986 1.038 0.066
H 3.449 -1.624 2.051
H 5.361 1.159 0.361
H -2.082 -4.186 0.772
H -2.730 -2.865 1.738
H 2.609 0.837 1.256
H -0.945 0.214 -2.877
H -4.830 3.021 1.639
H -3.660 3.067 -0.592
H 0.995 -0.682 0.848
H 4.248 -0.741 -0.766
H -3.505 0.329 0.839
H -3.347 2.284 2.388
H -0.250 -2.347 0.468
H 4.935 0.493 1.944
H 4.670 -2.410 1.051
H -3.746 -3.640 0.519
H -4.145 -2.095 -1.233
```



two:
Below is an isolated molecule of C18H22N4O2S, with properties calculated with wB97M-V/def2-TZVPD.

Output
SMILES	Cc1cc(C)cc(N(CC(=O)NC2CCCC2)C(=O)c2csnn2)c1
E_HOMO	-0.3189	hartree
2S+1	1
E_LUMO	-0.855	eV

Geometry as XYZ:
```
47
C18H22N4O2S wB97M-V/def2-TZVPD
S -2.077 4.207 -0.571
O 0.835 1.539 1.831
O 1.599 -2.715 0.112
N -1.545 1.767 -0.914
N -2.169 2.733 -1.266
N 2.525 -0.349 0.581
N -0.441 -0.046 1.159
C -5.323 0.194 0.932
C -0.113 1.148 1.010
C -0.931 1.936 0.426
C 4.863 0.111 0.245
C 4.779 1.371 -0.009
C 0.433 -1.002 1.760
C -4.158 -1.616 -0.312
C 4.337 1.558 -1.604
C -3.930 -0.464 0.445
C 3.603 -0.575 -0.278
C -2.723 0.071 0.957
C -1.629 -0.627 0.547
C 1.651 -1.454 0.708
C 3.162 0.549 -1.434
C -2.938 -2.181 -0.820
C -1.659 -1.816 -0.489
C -2.936 -3.207 -1.939
C -1.271 3.349 0.805
H 5.752 -0.401 -0.175
H 3.200 -0.026 -2.244
H 3.866 2.563 -1.674
H -0.194 -1.966 2.113
H 5.735 1.917 0.148
H 2.344 0.735 -1.271
H 2.253 0.326 1.217
H 4.122 2.184 0.711
H -1.050 4.027 1.759
H 4.865 -0.261 1.231
H -5.208 0.552 1.868
H -3.858 -3.046 -2.410
H -5.024 -1.810 -1.021
H -2.921 0.627 1.751
H -2.766 -4.224 -1.317
H 5.143 1.376 -1.841
H -6.287 -0.472 0.799
H 3.564 -1.617 -0.645
H -0.730 -2.278 -0.746
H -2.136 -3.064 -2.618
H -5.480 0.900 0.110
H 0.869 -0.522 2.373
```



three:
Below is an isolated molecule of C18H22N4O2S, with properties calculated with wB97M-V/def2-TZVPD.

Output
SMILES	CC1(C)Cc2c(C#N)c(SCCC#N)nc(N3CCOCC3)c2CO1
E_HOMO	-0.3246	hartree
2S+1	1
E_LUMO	-0.151	eV

Geometry as XYZ:
```
47
C18H22N4O2S wB97M-V/def2-TZVPD
S 0.459 -2.257 -3.080
O -2.599 2.910 -2.330
O 2.008 1.010 2.614
N 2.604 -4.020 -0.479
N -4.693 -2.675 -2.258
N -0.410 2.050 -0.762
N 0.189 -0.030 -1.713
C -0.195 2.865 -2.020
C -1.746 2.236 -0.140
C 2.129 -2.945 -0.520
C 0.224 0.795 -0.658
C -2.100 -2.541 -1.807
C 0.744 -0.759 3.816
C -1.368 2.634 -2.989
C 0.771 -1.232 -1.643
C 1.466 -1.677 -0.512
C 3.244 -0.327 3.999
C -2.846 2.077 -1.209
C 2.332 -1.220 1.839
C 1.531 -0.842 0.625
C 0.864 0.390 0.536
C -3.550 -2.600 -2.044
C -1.412 -2.135 -3.132
C 2.036 -0.353 3.048
C 0.955 1.354 1.706
H 3.178 0.383 4.803
H -1.236 3.279 -3.852
H -1.833 -1.767 -1.066
H 3.358 -1.085 1.589
H 2.180 -2.278 2.051
H -0.008 1.430 2.224
H -2.958 1.032 -1.518
H 0.763 2.588 -2.476
H -1.796 -2.753 -3.941
H -0.040 -0.868 3.088
H -1.879 1.546 0.709
H -1.713 -3.538 -1.486
H 4.153 -0.130 3.417
H -1.371 1.588 -3.361
H 0.466 -0.003 4.580
H -0.103 3.955 -1.825
H 3.413 -1.287 4.423
H 1.176 2.368 1.301
H -1.822 3.235 0.274
H 0.926 -1.702 4.345
H -3.792 2.396 -0.780
H -1.697 -1.097 -3.384
```



Unit: kcal/mol. Relative energies: one 0.0; two 365.9; three 30.6.



one:
Below is a structure of composition C20H26N4O2S, with properties calculated with wB97M-V/def2-TZVPD.

Output
E_HOMO	-0.2841	hartree
2S+1	1
E_LUMO	0.318	eV

Geometry as XYZ:
```
53
C20H26N4O2S wB97M-V/def2-TZVPD
S -0.038 -2.220 -0.223
O -4.457 -2.596 -0.016
O -2.311 1.616 0.470
N -3.805 -0.177 0.869
N 0.029 4.480 0.598
N -0.126 -0.228 1.173
N 1.575 -0.041 -0.374
C 1.012 2.477 -0.114
C 0.535 -0.577 0.309
C 2.380 -0.691 -1.097
C 3.832 -1.142 -0.577
C -1.567 -0.390 1.583
C -5.492 -1.964 -0.761
C 0.818 3.430 0.663
C -2.486 0.297 0.946
C -4.863 0.355 0.058
C -0.729 3.289 -1.422
C 5.053 -2.096 0.970
C -5.064 -0.685 -1.227
C 3.756 -1.708 0.644
C 6.295 -0.637 -0.657
C 4.926 -0.504 -1.082
C 6.231 -1.515 0.638
C 0.245 2.532 -1.165
C -0.784 4.260 -0.524
C -3.461 -3.159 -0.645
C 2.037 1.237 0.311
H 4.924 0.004 -2.036
H 2.482 -0.031 -1.975
H 7.215 -1.618 0.725
H -5.612 0.211 0.838
H -1.418 -0.409 2.752
H -0.119 0.824 1.346
H -4.539 1.447 -0.199
H 1.991 -1.417 -1.578
H 1.328 3.664 1.788
H 5.087 -2.684 2.101
H -2.769 -3.762 -0.169
H -1.340 3.369 -2.025
H -6.572 -1.821 -0.055
H -1.668 -1.486 1.372
H -3.787 -1.275 1.292
H 2.280 1.160 1.479
H -4.229 -0.629 -1.615
H 0.302 1.507 -2.063
H -3.818 -3.676 -1.662
H 2.812 1.586 -0.014
H -1.471 5.254 -0.610
H -5.955 -0.161 -1.510
H 2.963 -2.107 0.957
H -5.773 -2.415 -1.711
H 7.176 -0.307 -1.029
H -2.694 -2.361 -1.054
```



two:
Below is an isolated molecule of C20H26N4O2S, with properties calculated with wB97M-V/def2-TZVPD.

Output
SMILES	CN(CCc1ccccn1)C(=O)CC[C@@H]1CCCN(C(=O)c2cscn2)C1
E_HOMO	-0.3322	hartree
2S+1	1
E_LUMO	0.494	eV

Geometry as XYZ:
```
53
C20H26N4O2S wB97M-V/def2-TZVPD
S 4.658 0.895 2.143
O 2.497 -2.541 3.952
O -2.895 -0.711 -2.695
N 0.079 3.972 -1.763
N -2.365 1.268 -1.769
N 2.408 -0.039 1.364
N 0.649 -2.010 2.784
C -1.173 -3.441 1.082
C 1.944 -1.838 3.115
C 0.277 2.704 -1.420
C -0.091 -1.316 1.760
C 1.716 3.755 -3.482
C -2.052 2.139 -0.658
C -0.434 -4.135 2.226
C 3.926 -0.360 3.044
C -2.219 -0.801 -0.420
C -0.330 -2.268 0.581
C 2.730 -0.734 2.491
C 0.777 4.478 -2.762
C -2.541 -0.077 -1.717
C -0.903 -1.554 -0.645
C -0.081 -3.138 3.331
C -0.558 2.183 -0.286
C 3.301 0.830 1.064
C -2.566 1.930 -3.043
C 1.929 2.432 -3.126
C 1.200 1.896 -2.077
H -0.455 2.861 0.563
H -0.204 1.197 0.006
H -1.064 -2.283 -1.441
H 4.384 -0.769 3.921
H -0.151 -0.846 -1.003
H 3.232 1.482 0.216
H -2.139 -3.077 1.439
H 2.651 1.828 -3.656
H -1.683 2.510 -3.311
H -3.021 -1.518 -0.239
H 0.488 -4.579 1.845
H -1.357 -4.149 0.273
H -1.050 -1.009 2.195
H -2.353 3.150 -0.943
H 0.547 -3.606 4.091
H -2.744 1.165 -3.796
H 1.344 0.871 -1.772
H -2.142 -0.128 0.428
H -3.431 2.596 -2.996
H 2.262 4.211 -4.292
H -0.996 -2.762 3.802
H 0.461 -0.437 1.439
H -2.634 1.853 0.223
H -1.045 -4.934 2.647
H 0.570 5.515 -2.994
H 0.650 -2.662 0.284
```



Unit: kcal/mol. Relative energies: one 489.3; two 0.0.



one:
Below is a cluster of 2 separate species, C3H10S3 in total, with properties calculated with wB97M-V/def2-TZVPD.

Output
SMILES	CSC.CSS
E_HOMO	-0.3105	hartree
2S+1	1
E_LUMO	0.475	eV

Geometry as XYZ:
```
16
C3H10S3 wB97M-V/def2-TZVPD
S 1.270 1.758 0.226
S -1.772 -0.991 -1.041
S 0.417 0.887 1.983
C -0.559 -1.727 -2.185
C 2.994 1.342 0.222
C -2.434 -2.338 -0.250
H -0.775 -2.835 -2.457
H -3.340 -2.222 0.442
H -2.912 -2.959 -1.008
H 3.651 2.046 -0.381
H 3.308 0.335 -0.141
H 0.076 -0.256 1.325
H -0.662 -1.096 -3.087
H -1.717 -2.983 0.350
H 3.296 1.581 1.203
H 0.423 -1.756 -1.677
```



two:
Below is a cluster of 2 separate species, C3H10S3 in total, with properties calculated with wB97M-V/def2-TZVPD.

Output
SMILES	CCS.CSS
E_HOMO	-0.3253	hartree
2S+1	1
E_LUMO	0.677	eV

Geometry as XYZ:
```
16
C3H10S3 wB97M-V/def2-TZVPD
S 0.446 1.689 -2.297
S -1.563 -3.220 1.231
S -0.872 -1.398 1.283
C 1.001 2.317 -0.587
C -0.423 -4.228 0.132
C -0.065 2.969 0.260
H 0.090 2.935 -2.554
H -0.445 3.905 -0.137
H -0.813 2.196 0.468
H 0.122 -1.587 2.172
H 1.418 1.402 -0.181
H -0.989 -4.276 -0.797
H -0.490 -5.213 0.578
H 0.283 3.205 1.274
H 0.523 -3.734 -0.014
H 1.776 3.039 -0.832
```



Unit: kcal/mol. Relative energies: one 9.1; two 0.0.



one:
Below is the ion C2H6N3S with charge +1, with properties calculated with wB97M-V/def2-TZVPD.

Output
SMILES	[NH3+]/N=C/N=C\S
E_HOMO	-0.5016	hartree
2S+1	1
total charge	+1
E_LUMO	-3.774	eV

Geometry as XYZ:
```
12
C2H6N3S wB97M-V/def2-TZVPD
S 3.889 0.440 0.159
N -1.778 0.409 -0.272
N -0.495 0.103 -0.714
N 1.474 -0.870 -0.361
C 2.739 -0.751 -0.339
C 0.307 -0.558 0.029
H -0.100 -1.086 1.001
H 3.139 1.645 0.244
H -1.780 1.274 0.300
H -2.178 -0.273 0.526
H 3.428 -1.535 -0.568
H -2.449 0.455 -1.151
```



two:
Below is the ion C2H6N3S with charge +1, with properties calculated with wB97M-V/def2-TZVPD.

Output
SMILES	[NH3+]/N=C/N=C/S
E_HOMO	-0.4951	hartree
2S+1	1
total charge	+1
E_LUMO	-3.646	eV

Geometry as XYZ:
```
12
C2H6N3S wB97M-V/def2-TZVPD
S 3.767 0.067 -0.246
N 1.134 0.348 -0.051
N -1.016 -0.410 -0.485
N -2.438 -0.315 -0.160
C -0.183 0.441 0.136
C 2.179 -0.317 0.279
H -0.498 1.382 0.801
H 2.237 -1.058 1.142
H 3.366 1.175 -1.004
H -2.869 0.573 -0.004
H -2.972 -0.872 -0.984
H -2.709 -1.015 0.575
```



three:
Below is a cluster of 2 separate species, C2H6N3S in total, with properties calculated with wB97M-V/def2-TZVPD.

Output
E_HOMO	-0.4965	hartree
2S+1	1
total charge	+1
E_LUMO	-4.023	eV

Geometry as XYZ:
```
12
C2H6N3S wB97M-V/def2-TZVPD
S -2.089 -1.607 -0.709
N 0.364 0.274 0.390
N 1.543 1.371 -1.300
N -1.060 -1.961 1.797
C -1.630 -1.759 0.761
C 0.430 1.117 -0.628
H -0.550 0.069 0.675
H 2.476 1.252 -1.115
H -0.431 1.714 -1.035
H -1.488 -2.010 2.670
H 1.091 -0.257 0.710
H 1.344 1.796 -2.216
```



Unit: kcal/mol. Relative energies: one 64.1; two 57.0; three 0.0.